[1]
Below is a cluster of 3 separate species, C18H18BF3NO7S2 in total, with properties calculated with ωB97M-V/def2-TZVPD.

As for the gap between HOMO and LUMO: 7.2 eV. The multiplicity is 1. As for the total charge: -1.

Geometry (Å):
C (7.0378, 0.2044, 2.1824)
C (5.8938, 1.0641, 2.0703)
C (5.5945, 2.2810, 1.4790)
C (4.2665, 2.6022, 1.8880)
C (3.7086, 1.3855, 2.3011)
B (1.5322, -0.3489, -1.8531)
O (1.3964, -1.6751, -1.4029)
C (0.2391, -2.1252, -2.1796)
C (-0.1391, -0.9753, -3.2272)
C (-1.0517, -1.4850, -4.3018)
C (1.1894, -0.4739, -4.0056)
O (2.2376, -0.1595, -3.0508)
C (-0.6104, 0.1835, -2.2592)
O (0.5649, 0.6284, -1.5254)
O (4.7582, 0.4873, 2.5969)
H (7.9594, 0.7812, 2.1168)
H (7.0532, -0.3484, 3.1346)
H (7.0567, -0.5205, 1.3568)
H (6.2317, 2.8305, 0.8124)
H (3.8196, 3.5749, 2.0196)
H (0.4941, -3.0590, -2.7191)
H (-0.6009, -2.2540, -1.4617)
H (-0.5016, -2.2508, -4.8581)
H (-1.9566, -1.9451, -3.9185)
H (-1.3209, -0.7042, -5.0134)
H (1.5317, -1.2824, -4.6871)
H (0.9522, 0.4568, -4.5629)
H (-1.0504, 1.0280, -2.8096)
H (-1.3428, -0.1912, -1.5149)
F (2.3329, -0.1158, 4.7370)
C (1.4614, 0.0992, 3.7277)
F (0.7901, -1.0612, 3.4827)
F (0.5607, 1.0519, 4.0796)
S (2.2571, 0.6960, 2.0668)
N (-2.6686, 0.0406, 2.6542)
C (-2.7795, -0.9720, 1.7181)
O (-1.9748, -1.8620, 1.4210)
C (-4.1172, -0.6745, 1.0717)
C (-4.3912, 0.6752, 1.1980)
C (-5.5455, 1.2857, 0.7380)
C (-6.4765, 0.4493, 0.1031)
C (-6.1864, -0.9109, -0.1041)
C (-4.9805, -1.4812, 0.3334)
S (-3.0181, 1.4929, 2.0061)
O (-3.4008, 2.4506, 2.9907)
O (-2.1269, 1.9530, 0.9551)
H (-5.6743, 2.3477, 0.9240)
H (-7.4199, 0.8740, -0.2296)
H (-6.9114, -1.5370, -0.6179)
H (-4.6738, -2.5110, 0.1375)

[2]
Below is a structure of composition C29H33AlFINO2, with properties calculated with ωB97M-V/def2-TZVPD.

As for the gap between HOMO and LUMO: 7.6 eV. The multiplicity is 1. As for the total charge: -1.

Geometry (Å):
O (6.0287, 0.3941, 3.5198)
C (6.0562, 0.0394, 2.3860)
F (6.7722, -1.0645, 2.0518)
N (5.4625, 0.5947, 1.2673)
C (5.0444, 2.0382, 1.4831)
O (5.9336, 2.8412, 1.3404)
Al (3.1111, 2.5226, 2.0470)
C (2.0644, 0.7759, 2.1309)
C (0.5905, 1.1116, 2.2211)
C (-0.4886, -0.0010, 2.1792)
I (0.1452, -1.9831, 1.6710)
H (4.6152, 0.0723, 1.0528)
H (3.1804, 3.2940, 3.4578)
H (2.3842, 3.4487, 0.9381)
H (2.2922, 0.2351, 1.2046)
H (2.3850, 0.1461, 2.9637)
H (0.3401, 1.8257, 1.4359)
H (0.4347, 1.6249, 3.1738)
H (-1.2441, 0.2554, 1.4419)
H (-0.9770, -0.1124, 3.1410)
C (-3.3324, -3.7285, -3.8064)
C (-3.2617, -2.4500, -3.2698)
C (-2.3538, -2.1728, -2.2574)
C (-1.5116, -3.1686, -1.7834)
C (-1.5823, -4.4464, -2.3207)
C (-2.4934, -4.7268, -3.3303)
H (-4.0426, -3.9469, -4.5943)
H (-3.9158, -1.6702, -3.6395)
H (-2.3034, -1.1798, -1.8294)
H (-0.8087, -2.9394, -0.9921)
H (-0.9275, -5.2253, -1.9513)
H (-2.5501, -5.7253, -3.7448)
C (-4.1080, -8.3437, -0.2364)
C (-4.2911, -7.4198, -1.2554)
C (-4.4466, -7.8553, -2.5640)
C (-4.4251, -9.2126, -2.8530)
C (-4.2439, -10.1361, -1.8329)
C (-4.0828, -9.7014, -0.5250)
H (-3.9833, -8.0046, 0.7838)
H (-4.3097, -6.3608, -1.0323)
H (-4.5839, -7.1342, -3.3592)
H (-4.5483, -9.5507, -3.8740)
H (-4.2268, -11.1949, -2.0577)
H (-3.9366, -10.4209, 0.2704)
C (-2.4966, 2.9735, -2.8279)
C (-2.4053, 4.2640, -2.3252)
C (-1.5308, 4.5432, -1.2835)
C (-0.7451, 3.5340, -0.7443)
C (-0.8394, 2.2434, -1.2459)
C (-1.7130, 1.9629, -2.2879)
H (-3.1765, 2.7556, -3.6422)
H (-3.0133, 5.0538, -2.7485)
H (-1.4576, 5.5500, -0.8927)
H (-0.0530, 3.7512, 0.0601)
H (-0.2200, 1.4601, -0.8258)
H (-1.7812, 0.9570, -2.6821)
C (3.1995, 6.4823, 3.4719)
C (2.7284, 7.7875, 3.5233)
C (3.3280, 8.7756, 2.7533)
C (4.3970, 8.4548, 1.9281)
C (4.8663, 7.1485, 1.8771)
C (4.2703, 6.1625, 2.6508)
H (2.7348, 5.7049, 4.0641)
H (1.8895, 8.0350, 4.1624)
H (2.9612, 9.7942, 2.7949)
H (4.8632, 9.2229, 1.3229)
H (5.6972, 6.8946, 1.2314)
H (4.6352, 5.1444, 2.6134)

[3]
Below is the molecule C4H4OS2, with properties calculated with ωB97M-V/def2-TZVPD.

Its SMILES is O=C[C@H]1SCC1=S. As for the gap between HOMO and LUMO: 8.6 eV. The multiplicity is 1. As for the relative energy (zero: lowest compared OMol25 entry of this formula, charge and spin): 137.28 kJ/mol. As for the total charge: 0.

Geometry (Å):
C (0.9133, 1.6843, -0.2384)
C (0.4208, 0.3528, -0.7201)
C (0.1199, -1.4443, 0.8091)
C (-0.7084, -0.3316, 0.0289)
H (1.7822, 2.0419, -0.7226)
H (0.2864, 0.2921, -1.8590)
H (0.3181, -1.1991, 1.7992)
H (-0.3840, -2.4572, 0.7474)
O (0.4777, 2.1932, 0.7865)
S (1.6292, -1.0185, -0.1823)
S (-2.2728, -0.0933, -0.1636)

[4]
Below is a structure of composition C37H99FeN6O14, with properties calculated with ωB97M-V/def2-TZVPD.

As for the gap between HOMO and LUMO (alpha / beta): 6.1 / 4.6 eV. The multiplicity is 6. As for the total charge: +2. Its expectation value of S² is 8.76.

Geometry (Å):
Fe (-17.6354, -12.9976, 5.5389)
C (-21.3393, -11.3027, 3.3304)
C (-20.5061, -11.7546, 2.1349)
C (-20.8477, -10.8001, 0.9775)
C (-20.0106, -10.9293, -0.2873)
C (-18.4860, -10.9102, 0.0101)
C (-18.0352, -11.8578, 1.1528)
N (-19.0195, -11.6266, 2.3566)
O (-18.5447, -12.2521, 3.6259)
C (-16.5384, -11.3743, 1.4779)
C (-17.7664, -13.3679, 0.7260)
C (-20.9843, -13.1924, 1.6688)
H (-21.1299, -11.8889, 4.2252)
H (-22.4172, -11.3538, 3.1769)
H (-21.1046, -10.2803, 3.6266)
H (-20.8034, -9.7876, 1.3788)
H (-21.9076, -10.8481, 0.7276)
H (-20.2777, -10.1301, -0.9787)
H (-20.2814, -11.8915, -0.7219)
H (-18.2948, -9.9045, 0.3845)
H (-17.9424, -11.0220, -0.9281)
H (-15.9724, -11.1156, 0.5830)
H (-15.8479, -11.9906, 2.0537)
H (-16.6107, -10.4550, 2.0589)
H (-18.2153, -13.4964, -0.2589)
H (-18.0758, -14.1687, 1.3977)
H (-16.6928, -13.5488, 0.6744)
H (-20.6796, -13.6478, 0.7265)
H (-22.0637, -13.0544, 1.7315)
H (-20.9087, -14.0200, 2.3741)
C (-23.8596, -8.4380, 2.1302)
O (-24.4215, -8.1583, 0.8476)
H (-23.1536, -7.6269, 2.3083)
H (-24.5246, -8.4670, 2.9934)
H (-23.3294, -9.3861, 2.0407)
H (-23.8073, -8.0429, 0.1189)
C (-24.8257, -14.9617, 1.8133)
O (-25.8943, -15.7428, 1.3799)
H (-23.9660, -15.5651, 2.1046)
H (-24.5179, -14.3207, 0.9872)
H (-24.9992, -14.3969, 2.7293)
H (-25.9610, -16.4564, 2.0187)
C (-13.9231, -15.0134, 3.9704)
C (-15.4920, -14.6288, 4.0287)
C (-16.3212, -15.5370, 4.8507)
O (-17.6612, -14.9944, 4.8570)
C (-18.5474, -15.6716, 4.0273)
N (-15.6367, -13.3230, 4.6360)
H (-13.8034, -16.0412, 3.6277)
H (-13.3954, -14.9096, 4.9185)
H (-13.4791, -14.3944, 3.1908)
H (-15.9140, -14.5824, 3.0248)
H (-16.0957, -15.6050, 5.9149)
H (-16.2767, -16.5577, 4.4707)
H (-18.0723, -16.0053, 3.1048)
H (-19.3052, -14.9764, 3.6659)
H (-18.9997, -16.5354, 4.5144)
H (-14.9998, -13.2289, 5.4141)
H (-15.2558, -12.5847, 4.0616)
C (-15.4201, -11.7844, -2.2287)
C (-15.3597, -12.7038, -3.4637)
C (-14.8316, -14.1068, -3.1346)
O (-13.4483, -14.1535, -2.9321)
C (-12.8146, -15.4299, -2.8398)
N (-16.7221, -12.6374, -3.9399)
H (-15.5840, -10.7161, -2.3697)
H (-14.4568, -11.7631, -1.7191)
H (-16.1193, -12.1856, -1.4950)
H (-14.6965, -12.1505, -4.1286)
H (-15.0311, -14.7060, -4.0230)
H (-15.4091, -14.5382, -2.3170)
H (-13.3691, -15.9021, -2.0289)
H (-11.7914, -15.2095, -2.5353)
H (-12.7629, -16.1530, -3.6537)
H (-17.0659, -13.4791, -4.3798)
H (-17.3416, -12.2822, -3.2257)
C (-21.7970, -5.6670, -3.5463)
C (-20.6832, -6.5259, -2.9424)
C (-21.0652, -7.5789, -1.8933)
O (-21.6593, -6.9379, -0.7634)
C (-20.7438, -6.2502, 0.0325)
N (-19.9178, -7.1512, -3.9454)
H (-22.3036, -6.1682, -4.3711)
H (-21.4318, -4.7568, -4.0219)
H (-22.4723, -5.2369, -2.8067)
H (-19.9272, -5.8574, -2.5304)
H (-20.2241, -8.2127, -1.6123)
H (-21.8258, -8.1934, -2.3749)
H (-21.3371, -5.7546, 0.8010)
H (-20.0889, -5.4762, -0.3677)
H (-20.0686, -6.9182, 0.5674)
H (-19.2720, -7.7128, -3.4090)
H (-20.4732, -7.8028, -4.4812)
C (-19.5165, -15.1186, 7.6827)
C (-20.2671, -14.2575, 6.6092)
C (-21.6807, -13.9924, 7.2180)
O (-22.6248, -13.3864, 6.3121)
C (-23.2814, -14.2243, 5.3678)
N (-19.4729, -13.0881, 6.4245)
H (-20.0336, -16.0636, 7.8490)
H (-19.4407, -14.6204, 8.6492)
H (-18.5526, -15.5138, 7.3623)
H (-20.2898, -14.8710, 5.7086)
H (-21.6366, -13.3008, 8.0594)
H (-22.0569, -14.9188, 7.6522)
H (-22.6214, -14.7272, 4.6610)
H (-24.0145, -13.6016, 4.8550)
H (-23.7468, -15.0836, 5.8505)
H (-19.6166, -12.7518, 7.3659)
H (-20.1988, -12.5511, 5.9719)
C (-11.3238, -10.1498, -3.1991)
C (-10.5249, -10.6571, -1.9749)
C (-11.1849, -11.6489, -0.9940)
O (-12.2136, -10.9289, -0.3571)
C (-12.8325, -11.6714, 0.7090)
N (-9.3428, -11.1763, -2.5851)
H (-12.0702, -10.8810, -3.5093)
H (-10.7907, -9.5850, -3.9639)
H (-11.9911, -9.4676, -2.6724)
H (-10.2369, -9.7285, -1.4820)
H (-10.4662, -12.1546, -0.3490)
H (-11.6154, -12.4490, -1.5963)
H (-12.3168, -12.5784, 1.0245)
H (-13.8442, -11.8924, 0.3688)
H (-12.8800, -11.0313, 1.5900)
H (-9.7409, -11.8401, -3.2339)
H (-8.8078, -11.7835, -1.9808)
C (-21.2194, -5.0555, 5.8206)
C (-20.5656, -6.0239, 4.8452)
O (-21.4325, -7.1236, 4.3652)
O (-21.5826, -5.6270, 7.0554)
H (-22.0565, -4.5541, 5.3349)
H (-20.4900, -4.2567, 5.9550)
H (-19.6913, -6.5198, 5.2670)
H (-20.1581, -5.4251, 4.0307)
H (-20.9615, -7.9549, 4.4584)
H (-22.2752, -6.2520, 6.8286)
C (-18.1622, -8.1233, 2.9779)
C (-16.6336, -7.6733, 2.8169)
O (-16.1919, -6.9328, 3.9015)
O (-18.2185, -9.1193, 4.1021)
H (-18.5210, -8.6551, 2.0966)
H (-18.8954, -7.3417, 3.1770)
H (-16.5241, -7.1956, 1.8432)
H (-15.9808, -8.5462, 2.8146)
H (-15.7403, -6.1739, 3.5251)
H (-18.2082, -9.9724, 3.6618)
C (-21.6529, -16.5830, -0.5938)
C (-20.0631, -16.6478, -0.6195)
O (-19.6077, -17.3318, -1.7858)
O (-22.2068, -17.8684, -0.4596)
H (-22.0303, -16.1698, -1.5292)
H (-22.0605, -16.0006, 0.2324)
H (-19.6984, -17.1480, 0.2777)
H (-19.6289, -15.6507, -0.6918)
H (-18.6749, -17.5065, -1.6411)
H (-21.9704, -18.4668, -1.1720)

[5]
Below is a structure of composition C19H29Br12F4N4O4PS, with properties calculated with ωB97M-V/def2-TZVPD.

As for the gap between HOMO and LUMO: 7.9 eV. The multiplicity is 1. As for the total charge: 0.

Geometry (Å):
N (0.6252, -0.5811, -2.4510)
C (0.3783, -1.2175, -3.3620)
C (-0.0643, -2.0256, -4.5973)
C (0.8600, -3.2770, -4.9307)
C (0.0983, -4.5537, -5.3240)
N (-0.5957, -5.3641, -5.7142)
P (2.0839, -3.7858, -3.5480)
N (3.1728, -2.6837, -3.2664)
C (1.7158, -2.8779, -6.2195)
O (2.8933, -2.7686, -6.2207)
N (1.0143, -2.6753, -7.5101)
C (1.6074, -3.6787, -8.3978)
O (2.4678, -3.3611, -9.1101)
F (1.1270, -4.9657, -8.3865)
S (-1.8582, -2.3890, -4.3859)
O (-2.4906, -2.8865, -5.6044)
O (-2.4943, -1.1042, -4.1050)
C (-2.2475, -3.4520, -2.8937)
F (-1.6421, -2.9932, -1.7689)
F (-2.0709, -4.7686, -3.0945)
F (-3.5815, -3.2743, -2.6820)
H (-0.0002, -1.3127, -5.4657)
H (2.7144, -4.9571, -4.0531)
H (1.3607, -4.1785, -2.3699)
H (3.1327, -2.4359, -2.2727)
H (0.0074, -2.8492, -7.3942)
Br (3.3875, -1.5924, 0.4004)
C (2.3557, -1.2048, 2.0073)
C (1.5256, 0.0408, 1.8349)
Br (2.6190, 1.6464, 1.9825)
H (3.0621, -1.1431, 2.8313)
H (1.7164, -2.0749, 2.1491)
H (0.7902, 0.1225, 2.6344)
H (1.0182, 0.0890, 0.8734)
Br (0.5543, -1.9096, 4.8049)
C (0.7962, -3.8501, 4.5558)
C (1.9726, -4.3490, 5.3610)
Br (3.6643, -3.8797, 4.5144)
H (0.9023, -4.0296, 3.4902)
H (-0.1185, -4.3061, 4.9067)
H (1.9693, -5.4381, 5.4050)
H (2.0013, -3.9481, 6.3717)
Br (-3.8725, 1.1188, -1.0506)
C (-5.3761, 1.6742, -2.1556)
C (-4.9766, 1.7907, -3.6041)
Br (-3.9571, 3.4180, -3.9304)
H (-5.7522, 2.6040, -1.7358)
H (-6.1260, 0.8936, -2.0274)
H (-5.8590, 1.8759, -4.2379)
H (-4.3654, 0.9587, -3.9478)
Br (2.7896, 7.9783, 1.7008)
C (1.9508, 6.2207, 1.7715)
C (2.5883, 5.3512, 2.8238)
Br (4.3068, 4.6588, 2.2253)
H (2.0114, 5.7999, 0.7708)
H (0.9067, 6.4146, 2.0169)
H (1.9763, 4.4688, 3.0120)
H (2.7655, 5.8725, 3.7624)
Br (-4.4392, -1.1182, 3.6991)
C (-4.2224, -3.0362, 3.4502)
C (-3.0824, -3.5620, 4.2827)
Br (-1.3606, -3.1061, 3.4817)
H (-4.0893, -3.2068, 2.3850)
H (-5.1689, -3.4747, 3.7680)
H (-3.1044, -4.6518, 4.3192)
H (-3.0734, -3.1693, 5.2978)
Br (-0.4026, 9.4175, 6.2731)
C (1.1440, 10.5541, 5.9382)
C (2.1927, 9.8309, 5.1338)
Br (3.1865, 8.5686, 6.2351)
H (1.5037, 10.8936, 6.9066)
H (0.7544, 11.4057, 5.3806)
H (2.9393, 10.5318, 4.7610)
H (1.7814, 9.2680, 4.2992)

[6]
Below is the molecule C3H5NO2, with properties calculated with ωB97M-V/def2-TZVPD.

Its SMILES is [H]/N=C/OCC=O. As for the gap between HOMO and LUMO: 10.4 eV. The multiplicity is 1. As for the relative energy (zero: lowest compared OMol25 entry of this formula, charge and spin): 204.69 kJ/mol. As for the total charge: 0.

Geometry (Å):
O (1.9411, -0.0369, -0.8630)
C (1.5394, 0.2515, 0.2354)
C (0.1408, 0.5359, 0.8810)
N (-0.5677, -1.1221, -0.9311)
C (-1.3930, -0.1910, -0.7189)
O (-1.0860, 0.7488, 0.2078)
H (2.2728, 0.3506, 1.0848)
H (0.0316, -0.3030, 1.5910)
H (0.2935, 1.4668, 1.4372)
H (-0.7978, -1.6945, -1.7292)
H (-2.3748, -0.0060, -1.1948)

| no. | total energy (eV) | F_max (eV/A) |
| --- | --- | --- |
| 1 | -65280.1683 | 4.3 |
| 2 | -53610.1508 | 0.6 |
| 3 | -27928.7401 | 3.4 |
| 4 | -111941.8593 | 5.4 |
| 5 | -905820.7287 | 6.3 |
| 6 | -8775.5732 | 1.4 |